1.
The following is a quantum chemistry calculation of an isolated molecule of C6H9IN2 at a distorted geometry, from OMol25.

Element x y z (Å)
1 C 0.575 2.253 -1.479
2 C -0.906 -1.633 -0.219
3 C -0.083 -0.759 0.295
4 C 0.921 1.540 -0.350
5 C -1.930 -2.495 0.570
6 C 1.024 -0.073 -0.476
7 N 0.862 2.835 1.521
8 N 1.415 1.930 0.914
9 I 3.016 -0.891 0.047
10 H 0.480 3.276 -1.684
11 H 0.236 1.720 -2.318
12 H -0.782 -1.703 -1.345
13 H -0.188 -0.591 1.367
14 H -2.887 -2.671 -0.088
15 H -1.744 -3.564 0.820
16 H -2.273 -2.056 1.505
17 H 0.939 -0.214 -1.526
18 H 1.327 3.097 2.445

Summary:
Structure (SMILES): [H]/N=N/C(=C)[C@@H](I)/C=C/C
LUMO energy (hartree): -0.003
DFT total energy (eV): -17444.9917
Max |F| (eV/A): 3.564
Gap between HOMO and LUMO (Ha): 0.32339
ΔE to the lowest compared entry with this formula, charge and spin (eV): 2.4977

***

2.
The following is a quantum chemistry calculation of an isolated molecule of C6H9IN2O3 at a distorted geometry, from OMol25.

Element x y z (Å)
1 C -1.940 1.819 -0.714
2 C -1.330 0.542 -1.543
3 N -1.882 0.283 -2.802
4 C -0.147 -0.477 -1.041
5 C 0.462 -0.032 0.414
6 O -0.492 -0.471 1.444
7 C -0.084 -1.884 1.665
8 O -0.801 -3.019 1.594
9 O 1.376 -1.776 1.950
10 C 1.834 -0.722 0.987
11 N 2.335 0.346 1.981
12 I 3.315 -1.396 -0.539
13 H -1.385 2.066 0.287
14 H -3.091 1.715 -0.441
15 H -1.840 2.789 -1.400
16 H -1.415 -0.563 -3.225
17 H -0.610 -1.572 -1.058
18 H 0.686 -0.464 -1.895
19 H 0.716 1.102 0.283
20 H 3.031 0.980 1.521
21 H 1.535 0.888 2.379

Summary:
Structure (SMILES): [H]/N=C(/C)C[C@H]1OC(=O)O[C@@]1(N)I
LUMO energy (hartree): -0.027
DFT total energy (eV): -23586.0578
Max |F| (eV/A): 10.036
Gap between HOMO and LUMO (Ha): 0.34267

***

3.
The following is a quantum chemistry calculation of a cluster of 2 separate species, C6H9INPS in total at a distorted geometry, from OMol25.

Element x y z (Å)
1 C 0.981 -0.598 0.646
2 C 1.491 -1.695 1.100
3 C 0.293 2.131 -1.686
4 C 1.155 1.096 -1.077
5 C -0.377 2.978 -0.941
6 C 0.861 -3.013 0.937
7 N 0.678 0.563 0.213
8 P -0.311 2.894 0.925
9 S -2.182 3.259 1.296
10 I -3.192 -0.358 -0.354
11 H 2.556 -1.836 1.403
12 H 0.199 2.205 -2.697
13 H -3.655 -0.021 1.131
14 H 1.642 0.245 -1.703
15 H 2.032 1.544 -0.610
16 H -1.068 3.755 -1.417
17 H 1.596 -3.718 0.458
18 H 0.001 -2.957 0.152
19 H 0.635 -3.303 1.976

Summary:
Structure (SMILES): CC=C=NC/C=C\P=S.I
LUMO energy (hartree): -0.023
DFT total energy (eV): -36079.0669
Max |F| (eV/A): 4.824
Gap between HOMO and LUMO (Ha): 0.27533
ΔE to the lowest compared entry with this formula, charge and spin (eV): 2.7724

***

4.
The following is a quantum chemistry calculation of a cluster of 2 separate species, C6H9N in total at a distorted geometry, from OMol25.

Element x y z (Å)
1 C -1.108 1.117 -0.134
2 C 0.110 1.378 1.183
3 C -0.385 0.218 0.732
4 C -0.760 -0.883 1.639
5 C 1.458 -0.903 -1.753
6 C 0.167 -0.885 -2.075
7 N -0.077 2.085 -0.002
8 H 0.327 1.804 2.185
9 H -0.683 -0.433 2.644
10 H -0.142 -1.742 1.655
11 H -1.837 -1.241 1.593
12 H 2.212 -1.597 -2.122
13 H -0.325 3.079 0.124
14 H 1.693 -0.201 -1.032
15 H -0.139 -1.749 -2.678
16 H -0.511 -0.046 -1.960

Summary:
Structure (SMILES): CC1=C2N[C@H]12.C=C
LUMO energy (hartree): 0.023
DFT total energy (eV): -7851.7152
Max |F| (eV/A): 3.269
Gap between HOMO and LUMO (Ha): 0.34251
ΔE to the lowest compared entry with this formula, charge and spin (eV): 6.4444

***

5.
The following is a quantum chemistry calculation of an isolated molecule of C6H9N, from OMol25.

Element x y z (Å)
1 C -0.992 1.431 -1.278
2 N 0.078 0.603 -0.756
3 C -0.101 0.389 0.705
4 C -0.694 -1.000 0.717
5 C 0.459 -1.538 -0.110
6 C 1.672 -0.999 0.348
7 C 1.366 0.220 0.915
8 H -0.910 2.464 -0.903
9 H -0.921 1.471 -2.370
10 H -2.000 1.070 -0.997
11 H -0.601 1.200 1.248
12 H -1.658 -1.021 0.200
13 H -0.790 -1.505 1.692
14 H 0.390 -2.420 -0.743
15 H 2.659 -1.360 0.083
16 H 2.045 0.995 1.250

Summary:
LUMO energy (alpha / beta) (hartree): 0.007 / 0.012
DFT total energy (eV): -7853.7306
Max |F| (eV/A): 0.750
Gap between HOMO and LUMO (alpha / beta) (Ha): 0.31610 / 0.28869
ΔE to the lowest compared entry with this formula, charge and spin (eV): 4.4290

***

6.
The following is a quantum chemistry calculation of a structure of composition C6H9N at a distorted geometry, from OMol25.

Element x y z (Å)
1 C -1.928 -0.320 -0.093
2 N -0.644 -0.561 0.543
3 C 0.503 0.656 1.003
4 C 1.462 -0.524 0.815
5 C 0.472 -0.799 -0.354
6 C 0.657 0.498 -1.176
7 C 0.723 1.464 -0.256
8 H -1.915 0.507 -0.819
9 H -2.195 -1.238 -0.642
10 H -2.732 -0.147 0.637
11 H -0.259 0.654 1.740
12 H 1.406 -1.242 1.631
13 H 2.493 -0.319 0.513
14 H 0.434 -1.740 -0.900
15 H 0.640 0.580 -2.254
16 H 0.884 2.533 -0.387

Summary:
LUMO energy (hartree): 0.044
DFT total energy (eV): -7853.5205
Max |F| (eV/A): 3.283
Gap between HOMO and LUMO (Ha): 0.35602
ΔE to the lowest compared entry with this formula, charge and spin (eV): 4.6391

***

7.
The following is a quantum chemistry calculation of an isolated molecule of C6H9N at a distorted geometry, from OMol25.

Element x y z (Å)
1 C 2.262 0.426 0.386
2 C 1.684 -1.875 -0.117
3 C 1.299 -0.574 0.046
4 C -0.977 -0.146 0.933
5 C -0.015 1.259 -1.191
6 C -0.101 -0.085 -0.301
7 N 3.005 1.296 0.530
8 H 2.627 -2.273 -0.071
9 H 0.955 -2.428 -0.585
10 H -1.287 -1.077 1.348
11 H -1.850 0.388 0.742
12 H -0.439 0.364 1.693
13 H 1.100 1.586 -1.341
14 H -0.683 1.990 -0.785
15 H -0.352 1.034 -2.272
16 H -0.353 -0.958 -1.054

Summary:
Structure (SMILES): C=C(C#N)C(C)C
LUMO energy (hartree): 0.017
DFT total energy (eV): -7856.0473
Max |F| (eV/A): 4.376
Gap between HOMO and LUMO (Ha): 0.38404
ΔE to the lowest compared entry with this formula, charge and spin (eV): 2.1123

***

8.
The following is a quantum chemistry calculation of a structure of composition C6H9N, from OMol25.

Element x y z (Å)
1 C -0.670 0.918 1.483
2 N 0.433 0.641 0.541
3 C 1.050 -0.697 0.387
4 C 0.312 -1.425 -0.692
5 C -0.747 -0.502 -1.240
6 C 0.268 0.596 -0.980
7 C 1.481 -0.462 -1.071
8 H -1.491 0.231 1.280
9 H -1.004 1.952 1.358
10 H -0.308 0.763 2.504
11 H 1.572 -1.135 1.235
12 H 0.318 -2.512 -0.726
13 H -1.766 -0.439 -0.815
14 H -0.820 -0.630 -2.324
15 H 0.197 1.595 -1.416
16 H 1.204 1.291 0.701

Summary:
LUMO energy (hartree): 0.020
DFT total energy (eV): -7852.5215
Max |F| (eV/A): 0.494
Gap between HOMO and LUMO (Ha): 0.26972
ΔE to the lowest compared entry with this formula, charge and spin (eV): 5.6381

***

9.
The following is a quantum chemistry calculation of an isolated molecule of C6H9N at a distorted geometry, from OMol25.

Element x y z (Å)
1 C 1.466 1.355 -0.293
2 C 0.859 0.917 -1.313
3 N 1.734 -0.068 -0.607
4 C 0.835 -1.047 0.040
5 C -0.571 -0.489 0.145
6 C -0.744 0.498 1.247
7 C -1.607 -0.924 -0.564
8 H 0.069 1.211 1.259
9 H 1.975 2.176 0.177
10 H 0.441 1.030 -2.289
11 H 1.200 -1.329 1.036
12 H 0.881 -1.930 -0.608
13 H -1.707 1.018 1.217
14 H -0.713 -0.118 2.156
15 H -1.532 -1.852 -1.116
16 H -2.585 -0.447 -0.488

Summary:
Structure (SMILES): C=C(C)CN1C=C1
LUMO energy (hartree): 0.041
DFT total energy (eV): -7853.1625
Max |F| (eV/A): 1.444
Gap between HOMO and LUMO (Ha): 0.34443
ΔE to the lowest compared entry with this formula, charge and spin (eV): 4.9971

***

10.
The following is a quantum chemistry calculation of a structure of composition C6H9N at a distorted geometry, from OMol25.

Element x y z (Å)
1 C -0.616 0.700 -0.348
2 C 1.970 -0.530 -0.352
3 N -1.882 1.275 -0.181
4 C 0.444 1.170 0.501
5 C 1.680 0.586 0.480
6 C -0.637 -1.157 -0.071
7 C -1.497 -1.995 0.142
8 H -0.365 0.583 -1.399
9 H -2.601 0.818 -0.723
10 H -2.169 1.340 0.787
11 H 0.178 1.848 1.304
12 H 2.366 0.820 1.287
13 H 1.776 -0.432 -1.417
14 H 2.871 -1.095 -0.140
15 H 0.719 -1.188 -0.161
16 H -2.236 -2.743 0.290

Summary:
LUMO energy (hartree): 0.025
DFT total energy (eV): -7852.9902
Max |F| (eV/A): 1.311
Gap between HOMO and LUMO (Ha): 0.32388
ΔE to the lowest compared entry with this formula, charge and spin (eV): 5.1694

***

11.
The following is a quantum chemistry calculation of a cluster of 2 separate species, C6H9N in total, from OMol25.

Element x y z (Å)
1 C -0.123 -1.051 -1.223
2 C 0.268 0.162 -0.393
3 C -1.855 0.017 1.420
4 C 0.533 0.014 1.138
5 C 1.656 0.217 0.164
6 C -0.276 1.425 -0.874
7 N -0.693 2.425 -1.279
8 H 0.369 -1.016 -2.200
9 H -1.203 -1.097 -1.383
10 H 0.188 -1.968 -0.714
11 H -2.134 -0.560 0.511
12 H -1.980 1.068 1.081
13 H 0.346 0.841 1.821
14 H 0.440 -0.976 1.582
15 H 2.159 1.179 0.176
16 H 2.291 -0.638 -0.053

Summary:
LUMO energy (hartree): -0.016
DFT total energy (eV): -7852.2813
Max |F| (eV/A): 0.992
Gap between HOMO and LUMO (Ha): 0.32079
ΔE to the lowest compared entry with this formula, charge and spin (eV): 5.8783

***

12.
The following is a quantum chemistry calculation of a structure of composition C6H9N, from OMol25.

Element x y z (Å)
1 C -1.456 -2.102 -0.118
2 C -1.024 -1.190 0.805
3 C -0.255 -0.199 0.883
4 C 0.365 0.993 1.516
5 C 1.061 1.423 0.241
6 C 0.696 0.327 -0.724
7 N 0.132 1.664 -0.851
8 H -2.457 -1.994 -0.535
9 H -1.102 -3.133 -0.066
10 H -0.664 -1.517 -1.280
11 H 1.083 0.709 2.292
12 H -0.359 1.702 1.928
13 H 2.031 1.923 0.238
14 H -0.125 -0.806 -1.329
15 H 1.489 0.021 -1.402
16 H 0.586 2.177 -1.600

Summary:
LUMO energy (hartree): 0.037
DFT total energy (eV): -7850.6630
Max |F| (eV/A): 0.402
Gap between HOMO and LUMO (Ha): 0.36279
ΔE to the lowest compared entry with this formula, charge and spin (eV): 7.4966